1.
The following is a DFT calculation (ωB97M-V/def2-TZVPD) of C42H61F16N5O8 as an isolated structure at a distorted geometry.

Its total charge is 0. Its orbital gap is 8.99 eV. For the calculated total energy, the calculation gives -4109.13616 Ha. Its maximum force is 16.2 eV/A. The highest occupied orbital energy is -0.3277 hartree.

Geometry (Å):
C (4.4320, 0.5107, -1.4038)
C (3.5171, -0.0897, -2.4551)
C (2.7236, -1.2597, -1.9148)
F (1.7768, -1.6657, -2.7462)
F (3.3694, -2.3351, -1.4318)
F (2.6387, 0.8460, -2.9197)
F (4.2582, -0.4663, -3.5134)
O (4.9138, 1.7674, -1.9072)
C (5.1687, 2.7358, -0.8904)
C (5.7358, 4.0142, -1.5870)
F (5.9069, 5.0327, -0.7225)
F (6.8521, 3.8259, -2.2770)
F (4.0051, 3.1013, -0.3102)
F (6.0617, 2.3007, 0.0734)
H (5.1691, -0.2320, -1.0986)
H (3.7645, 0.7730, -0.5830)
H (2.2676, -0.9842, -0.9639)
H (5.0392, 4.2993, -2.3754)
C (-3.9546, 1.2513, -0.5924)
C (-2.9910, 2.2709, 0.0725)
C (-2.7328, 1.9993, 1.5529)
F (-1.9011, 2.8896, 2.1935)
F (-3.8524, 1.9987, 2.2729)
F (-1.8169, 2.1410, -0.5331)
F (-3.4099, 3.5125, -0.1461)
O (-4.3005, 1.5712, -1.9241)
C (-4.3959, 0.5393, -2.9022)
C (-4.4166, 1.1995, -4.3284)
F (-3.2909, 1.9023, -4.5384)
F (-4.6160, 0.3989, -5.3887)
F (-3.3239, -0.2667, -2.8338)
F (-5.4779, -0.1230, -2.6336)
H (-4.7897, 1.1517, 0.1011)
H (-3.4295, 0.2990, -0.5179)
H (-2.3420, 0.9818, 1.5393)
H (-5.2153, 1.9403, -4.3645)
O (-0.9030, -3.9067, -0.3275)
C (0.0225, -3.8877, -1.1510)
O (-0.0085, -3.0019, -2.1679)
C (1.0109, -3.2293, -3.1004)
C (2.0561, -3.9872, -2.3130)
C (1.2247, -4.8231, -1.3095)
H (1.3929, -2.2901, -3.5005)
H (0.7179, -3.7501, -4.0120)
H (2.7288, -3.3381, -1.7524)
H (2.5672, -4.7130, -2.9456)
H (1.7142, -4.9126, -0.3398)
H (0.9050, -5.7982, -1.6771)
O (1.0497, 1.9394, -1.4135)
C (0.3132, 1.4991, -2.2644)
O (0.0489, 2.2142, -3.3420)
C (-0.7665, 1.4863, -4.2612)
C (-0.6503, 0.0435, -3.8203)
C (-0.3063, 0.1196, -2.3359)
H (-0.3266, 1.4858, -5.2585)
H (-1.7369, 1.9825, -4.2498)
H (0.1500, -0.4406, -4.3799)
H (-1.5280, -0.5428, -4.0922)
H (0.3835, -0.6698, -2.0376)
H (-1.1821, 0.0476, -1.6910)
O (-2.6647, -0.3939, -0.1765)
C (-1.4559, -0.4970, 0.1141)
O (-0.7184, 0.5809, 0.4693)
C (0.6548, 0.3334, 0.3895)
C (0.7657, -1.1287, -0.0349)
C (-0.6101, -1.7321, 0.0629)
H (1.1142, 0.5029, 1.3633)
H (1.1328, 1.0107, -0.3182)
H (1.4999, -1.7587, 0.4673)
H (1.1515, -1.2686, -1.0447)
H (-0.7138, -2.2483, 1.0173)
H (-1.0136, -2.3892, -0.7075)
C (0.0454, 2.0894, 3.9179)
C (-0.1682, 0.6487, 3.4417)
C (-0.2074, -0.4127, 4.5249)
C (0.8127, -0.2935, 5.5265)
N (1.6386, -0.1875, 6.3322)
H (1.1080, 2.3323, 3.9239)
H (-0.4155, 2.3291, 4.8761)
H (-0.3790, 2.7547, 3.1660)
H (0.6163, 0.3678, 2.7390)
H (-1.0881, 0.5603, 2.8638)
H (-0.0806, -1.4395, 4.1817)
H (-1.1856, -0.4127, 5.0057)
C (1.6608, 2.3197, 1.1722)
C (0.2827, 2.9700, 0.8859)
C (0.0530, 4.1426, 1.7530)
C (0.9717, 5.3038, 1.4610)
N (1.6821, 6.2178, 1.2784)
H (2.4229, 3.0721, 1.3752)
H (2.0760, 1.7592, 0.3345)
H (1.7282, 1.6200, 2.0053)
H (-0.4766, 2.1934, 0.9785)
H (0.2743, 3.3776, -0.1249)
H (0.1214, 3.8614, 2.8039)
H (-0.9066, 4.6363, 1.5997)
C (-3.9554, -3.5860, 3.6654)
C (-4.0140, -2.8303, 2.2783)
C (-3.3081, -1.4572, 2.0733)
C (-1.9246, -1.4919, 2.5235)
N (-0.8405, -1.5335, 2.9432)
H (-4.1770, -2.9587, 4.5288)
H (-2.9587, -3.9912, 3.8402)
H (-4.6304, -4.4403, 3.7173)
H (-5.0475, -2.5353, 2.0965)
H (-3.7190, -3.4914, 1.4634)
H (-3.8501, -0.7108, 2.6541)
H (-3.3463, -1.0497, 1.0630)
C (5.7241, 2.0935, 2.0643)
C (5.8972, 0.5155, 2.0350)
C (4.5932, -0.2435, 2.3907)
C (3.4618, 0.0468, 1.5238)
N (2.5733, 0.2549, 0.8470)
H (4.8129, 2.3718, 1.5349)
H (6.6122, 2.5709, 1.6504)
H (5.5991, 2.4145, 3.0984)
H (6.5887, 0.1377, 2.7882)
H (6.2265, 0.2256, 1.0372)
H (4.3815, -0.0223, 3.4368)
H (4.8104, -1.3107, 2.3456)
C (-2.8806, -3.0493, -0.3893)
C (-4.1627, -3.1148, -1.2166)
C (-5.0112, -1.8492, -1.3673)
C (-5.1441, -0.9953, -0.1928)
N (-5.2875, -0.2666, 0.7067)
H (-2.0732, -2.4639, -0.8291)
H (-2.5032, -4.0319, -0.1062)
H (-2.9917, -2.5047, 0.5483)
H (-4.7540, -3.8842, -0.7203)
H (-3.8990, -3.6152, -2.1484)
H (-5.9956, -2.2458, -1.6159)
H (-4.7561, -1.1375, -2.1525)

2.
The following is a DFT calculation (ωB97M-V/def2-TZVPD) of C42H62ClIN8O5P2SSi2 as an isolated structure at a distorted geometry.

Its total charge is 0. Its orbital gap is 8.14 eV. For the calculated total energy, the calculation gives -4869.61841 Ha. Its maximum force is 4.9 eV/A. The highest occupied orbital energy is -0.3030 hartree.

Geometry (Å):
C (-5.4078, 2.9408, 2.5480)
C (-4.6701, 1.5803, 2.8264)
C (-3.3701, 1.3436, 1.9985)
C (-2.3046, 2.4886, 2.1786)
Si (-3.6889, 0.9399, 0.1320)
C (-5.5026, 0.3885, -0.0030)
C (-5.8053, -1.1099, 0.4128)
C (-4.7782, -1.7545, 1.3940)
I (-5.7481, -3.5584, 2.2037)
C (-3.4839, 2.6024, -0.7865)
C (-2.0053, 2.8926, -1.2213)
C (-1.5803, 4.3612, -0.8697)
S (0.2255, 4.5917, -1.1171)
O (0.4013, 5.0438, -2.5219)
O (0.8144, 5.5724, -0.1735)
O (0.9402, 3.1292, -0.9136)
O (-2.5110, -0.2459, -0.2544)
Si (-2.3483, -0.7725, -1.8682)
C (-3.9236, -0.8107, -2.9243)
C (-4.2622, 0.5183, -3.6963)
N (-4.5584, 0.1532, -5.1183)
P (-0.6009, 0.1738, -2.9655)
N (-1.0421, 0.7628, -4.3973)
P (-1.7431, -2.9387, -1.6710)
O (-2.0441, -3.6496, -3.1941)
Cl (0.3138, -3.0089, -1.2416)
H (-5.1482, 3.6578, 3.3466)
H (-5.2586, 3.3513, 1.5338)
H (-6.5002, 2.7451, 2.6405)
H (-5.4091, 0.7605, 2.7274)
H (-4.3693, 1.5807, 3.9193)
H (-2.8900, 0.4239, 2.4180)
H (-1.9256, 2.4576, 3.2188)
H (-1.4200, 2.3343, 1.5261)
H (-2.8036, 3.4597, 2.0023)
H (-5.8566, 0.4921, -1.0557)
H (-6.2016, 1.0247, 0.5810)
H (-6.7838, -1.1171, 0.9402)
H (-5.9483, -1.7920, -0.4524)
H (-3.8654, -2.1364, 0.9020)
H (-4.5443, -1.1462, 2.2799)
H (-3.7458, 3.3843, -0.0351)
H (-4.2166, 2.7595, -1.6073)
H (-1.9026, 2.8249, -2.3257)
H (-1.3072, 2.2245, -0.6885)
H (-1.8340, 4.6340, 0.1708)
H (-2.0636, 5.1155, -1.5203)
H (1.9146, 3.2073, -0.9447)
H (-4.7973, -1.2185, -2.3727)
H (-3.7298, -1.5641, -3.7269)
H (-5.2040, 0.9817, -3.3061)
H (-3.4837, 1.2945, -3.6141)
H (-5.2250, 0.8473, -5.4561)
H (-5.1353, -0.6857, -5.0293)
H (0.0127, 1.1421, -2.0994)
H (0.4067, -0.8200, -3.1883)
H (-0.7963, 1.7553, -4.3529)
H (-1.9495, -2.9734, -3.8758)
N (1.8943, -7.1699, -1.8381)
C (1.8251, -5.9614, -1.2679)
C (2.8768, -5.3672, -0.5880)
C (4.0700, -6.0639, -0.4886)
C (4.1657, -7.3184, -1.0702)
C (3.0561, -7.8216, -1.7303)
H (0.8745, -5.4603, -1.3686)
H (2.7663, -4.3852, -0.1464)
H (4.9151, -5.6342, 0.0358)
H (5.0807, -7.8931, -1.0133)
H (3.0845, -8.7970, -2.2036)
N (3.0903, 2.0705, 0.6146)
C (2.4792, 0.9413, 0.2441)
C (2.7555, -0.3030, 0.7860)
C (3.7248, -0.3847, 1.7729)
C (4.3736, 0.7737, 2.1750)
C (4.0205, 1.9683, 1.5687)
H (1.7340, 1.0549, -0.5329)
H (2.2274, -1.1842, 0.4457)
H (3.9718, -1.3389, 2.2226)
H (5.1366, 0.7501, 2.9411)
H (4.4977, 2.9004, 1.8509)
N (3.2745, -3.0135, 2.1006)
C (2.0154, -2.7940, 2.4947)
C (1.6132, -2.7785, 3.8202)
C (2.5683, -3.0080, 4.7977)
C (3.8800, -3.2403, 4.4140)
C (4.1789, -3.2308, 3.0613)
H (1.3046, -2.6223, 1.6936)
H (0.5798, -2.5923, 4.0801)
H (2.2942, -3.0058, 5.8456)
H (4.6533, -3.4241, 5.1477)
H (5.1913, -3.4039, 2.7129)
N (-2.7748, 1.9189, 6.3461)
C (-3.9899, 2.1982, 6.8380)
C (-4.3103, 2.1331, 8.1844)
C (-3.3224, 1.7530, 9.0777)
C (-2.0589, 1.4573, 8.5941)
C (-1.8389, 1.5574, 7.2304)
H (-4.7329, 2.4869, 6.1020)
H (-5.3086, 2.3735, 8.5245)
H (-3.5345, 1.6888, 10.1379)
H (-1.2613, 1.1570, 9.2602)
H (-0.8645, 1.3401, 6.8071)
N (7.8589, 1.2756, -0.6950)
C (9.0479, 1.6836, -1.1497)
C (9.3856, 3.0135, -1.3429)
C (8.4364, 3.9804, -1.0523)
C (7.1955, 3.5822, -0.5812)
C (6.9599, 2.2263, -0.4198)
H (9.7564, 0.8917, -1.3662)
H (10.3658, 3.2849, -1.7117)
H (8.6607, 5.0310, -1.1911)
H (6.4279, 4.3071, -0.3441)
H (6.0068, 1.8669, -0.0519)
N (1.0877, -2.6830, -7.2192)
C (2.1565, -2.5527, -8.0113)
C (2.8540, -1.3674, -8.1771)
C (2.4191, -0.2481, -7.4845)
C (1.3125, -0.3576, -6.6570)
C (0.6876, -1.5904, -6.5601)
H (2.4569, -3.4540, -8.5342)
H (3.7147, -1.3215, -8.8311)
H (2.9365, 0.6980, -7.5877)
H (0.9412, 0.4925, -6.1005)
H (-0.1806, -1.7251, -5.9240)

Question: Which of these has the highest calculated total energy?
Answer: C42H61F16N5O8